No. 1
C3H15NO3 | wB97M-V/def2-TZVPD

Calculated values
energy above the lowest of the compared OMol25 structures with the same formula, charge and spin: 41.6 kcal per mole
LUMO level (alpha / beta): 3.6 / 3.5 eV
gap between HOMO and LUMO (alpha / beta): 2.61 / 10.33 eV
highest occupied orbital energy (alpha / beta): 1.02 / -6.87 eV
F_max: 0.0799 hartree/bohr

Structure (ORCA input):
```
! wB97M-V def2-TZVPD RIJCOSX def2/J DEFGRID3
* xyz -1 2
C -0.03225 2.22152 0.84646
C 0.06075 0.67917 0.70569
C 1.13588 0.02788 1.55823
N -1.16218 -0.11017 0.89731
H 0.94626 2.68438 0.64756
H -0.74158 2.50688 0.13638
H -0.38407 2.56921 1.93389
H 0.35320 0.46856 -0.39334
H 1.26162 -1.02660 1.34014
H 2.05064 0.55942 1.37455
H 1.00548 0.26412 2.66527
H -1.85628 0.11652 0.14556
H -1.37013 -0.01302 1.83961
H -0.58321 -2.90594 -1.16040
H -0.33800 -4.05702 -2.31716
O -0.23818 -3.02630 -2.06320
H -1.28119 -1.63530 0.64052
H -1.67034 -3.26714 -0.18686
O -1.28792 -2.59415 0.33789
H 1.28005 1.54979 -3.40649
H 1.65795 2.49665 -2.35678
O 1.19350 2.49155 -3.18482
*
```

***

No. 2
C3H15NO3 | wB97M-V/def2-TZVPD

Calculated values
energy above the lowest of the compared OMol25 structures with the same formula, charge and spin: 11.7 kcal per mole
LUMO level: 0.8 eV
gap between HOMO and LUMO: 10.38 eV
highest occupied orbital energy: -9.56 eV
SMILES: CCCN.O.O.O
F_max: 0.0235 hartree/bohr

Structure (ORCA input):
```
! wB97M-V def2-TZVPD RIJCOSX def2/J DEFGRID3
* xyz 0 1
C -0.95799 0.73138 0.52689
C -1.45673 0.65458 -0.90149
C -1.40399 -0.76262 -1.50085
N -0.09671 -1.36058 -1.22382
H -1.44898 0.01449 1.18775
H -1.16830 1.72339 0.92213
H 0.08488 0.50832 0.56830
H -2.50594 0.97000 -0.93062
H -0.94010 1.34708 -1.56891
H -1.58097 -0.60297 -2.57678
H -2.23017 -1.40163 -1.18959
H 0.62952 -0.75291 -1.57817
H 0.00830 -2.31068 -1.54414
O 2.51238 -0.15099 0.29474
H 3.29510 -0.06970 0.86041
H 1.95441 -0.74192 0.82405
O 0.37371 -1.77194 1.91682
H -0.37472 -1.42369 2.41040
H 0.04924 -1.73466 1.00070
O 1.61947 2.39933 1.16759
H 1.79031 3.16805 0.62035
H 1.84725 1.56765 0.71425
*
```

***

No. 3
C3H15NO3S | wB97M-V/def2-TZVPD

Calculated values
energy above the lowest of the compared OMol25 structures with the same formula, charge and spin: 136.6 kcal per mole
LUMO level (alpha / beta): -8.0 / -8.8 eV
gap between HOMO and LUMO (alpha / beta): 5.25 / 4.13 eV
highest occupied orbital energy (alpha / beta): -13.24 / -12.96 eV
F_max: 0.0758 hartree/bohr

Structure (ORCA input):
```
! wB97M-V def2-TZVPD RIJCOSX def2/J DEFGRID3
* xyz 1 2
C -0.39357 -1.29429 -0.54451
C 0.98376 -0.63082 -0.50844
C 1.48427 -0.07268 -1.82489
S 0.11606 0.63309 -2.80674
N -0.78617 -2.06765 0.61111
H -0.52163 -1.91082 -1.48310
H -1.14693 -0.48149 -0.73232
H 0.87944 0.20568 0.23023
H 1.82605 -1.18440 0.03043
H 2.02757 -0.74814 -2.57908
H 2.34241 0.61572 -1.68495
H -3.57348 0.73959 -1.53968
H -0.36335 -2.96587 0.63322
H -0.86841 -1.49575 1.55515
H -2.97546 0.87661 -1.11279
H -0.33502 1.79933 -0.71408
O -0.46077 2.10192 0.19633
H 0.28495 0.71673 2.23948
H 1.93603 1.63805 2.50832
O 1.34824 1.17611 1.88859
H -1.47044 0.61231 2.46711
H 0.36539 1.72715 0.74512
O -0.69893 0.00964 2.42548
*
```

***

No. 4
C3H15NO4 | wB97M-V/def2-TZVPD

Calculated values
energy above the lowest of the compared OMol25 structures with the same formula, charge and spin: 62.3 kcal per mole
LUMO level: 0.6 eV
gap between HOMO and LUMO: 10.95 eV
highest occupied orbital energy: -10.32 eV
SMILES: C=NCC.O.O.O.O
F_max: 0.0562 hartree/bohr

Structure (ORCA input):
```
! wB97M-V def2-TZVPD RIJCOSX def2/J DEFGRID3
* xyz 0 1
C -0.26528 -2.34939 0.56579
N -0.05238 -1.36075 -0.19080
C 0.49642 -1.67074 -1.51946
C -0.63416 -1.17445 -2.43126
H -0.20472 -3.35078 0.15769
H -0.45559 -2.38987 1.63487
H 1.49061 -1.22968 -1.62461
H 0.58679 -2.73383 -1.78896
H -1.34483 -1.92955 -2.64486
H -1.15562 -0.27458 -1.99197
H -0.27183 -1.03758 -3.50533
O -1.27760 1.26817 2.05600
H -1.90652 0.94811 1.41076
H -1.14638 2.14220 1.67641
O 1.29953 2.12275 0.59394
H 1.39951 1.17995 0.34998
H 2.16328 2.08242 1.01844
O 1.21163 0.67001 2.60650
H 0.77978 0.00558 2.03202
H 0.44592 0.96611 3.09124
O -0.80052 2.82258 -0.56078
H -0.30124 2.55696 0.28043
H -0.05680 2.73635 -1.21603
*
```

***

No. 5
C3H15NO4 | wB97M-V/def2-TZVPD

Calculated values
energy above the lowest of the compared OMol25 structures with the same formula, charge and spin: 48.9 kcal per mole
LUMO level: 0.6 eV
gap between HOMO and LUMO: 11.43 eV
highest occupied orbital energy: -10.82 eV
SMILES: C=NCC.O.O.O.O
F_max: 0.0425 hartree/bohr

Structure (ORCA input):
```
! wB97M-V def2-TZVPD RIJCOSX def2/J DEFGRID3
* xyz 0 1
C 2.00973 1.31654 0.34787
N 1.28989 0.27667 0.18967
C 2.15054 -0.94242 0.17170
C 1.69998 -1.70972 1.44780
H 3.11499 1.29912 0.38184
H 1.51583 2.27349 0.45514
H 1.91363 -1.52610 -0.71759
H 3.21955 -0.72876 0.18553
H 1.95781 -1.18543 2.35550
H 0.62159 -1.87058 1.32114
H 2.07258 -2.72615 1.38550
O -2.01569 1.80052 0.43631
H -1.59948 1.44801 1.23188
H -2.66656 1.21734 0.02204
O -1.81015 -0.50466 -1.72838
H -1.16306 -0.18642 -1.10178
H -1.75482 -0.04602 -2.56735
O -1.05608 1.93842 -2.08410
H -0.47618 1.51232 -1.44106
H -1.78167 2.17279 -1.47922
O -2.69038 -1.33973 0.60887
H -2.48164 -0.48959 0.26086
H -2.07040 -1.99965 0.31782
*
```

***

No. 6
C3H15NO4 | wB97M-V/def2-TZVPD

Calculated values
energy above the lowest of the compared OMol25 structures with the same formula, charge and spin: 43.7 kcal per mole
LUMO level: 0.1 eV
gap between HOMO and LUMO: 8.94 eV
highest occupied orbital energy: -8.82 eV
SMILES: NCCCO.O.O.O
F_max: 0.1193 hartree/bohr

Structure (ORCA input):
```
! wB97M-V def2-TZVPD RIJCOSX def2/J DEFGRID3
* xyz 0 1
N -1.87217 -1.54321 -1.41469
C -0.46211 -1.54831 -0.85743
C 0.25857 -0.27440 -1.31887
C 1.77352 -0.32776 -1.28154
O 2.28925 0.96075 -1.19598
H -2.27530 -0.55655 -1.37272
H -2.54918 -2.16769 -1.01248
H -0.44064 -1.58410 0.27414
H 0.12419 -2.43927 -1.20797
H -0.08960 0.46469 -0.62094
H -0.18797 0.19171 -2.26829
H 2.12560 -0.63017 -2.32915
H 2.23332 -0.88079 -0.44412
H 1.85198 1.44975 -0.50784
O -2.07528 0.76152 0.65366
H -2.90119 0.96845 0.89145
H -1.35667 0.75421 1.31463
O 0.85071 0.20436 2.78806
H 1.75124 0.10091 2.46205
H 0.90186 -0.31205 3.61650
O 0.34340 2.35268 1.16890
H 0.23201 1.85171 1.98087
H -0.52553 2.20356 0.68176
*
```

***

No. 7
C3H15NO5 | wB97M-V/def2-TZVPD

Calculated values
energy above the lowest of the compared OMol25 structures with the same formula, charge and spin: 76.0 kcal per mole
LUMO level: 0.4 eV
gap between HOMO and LUMO: 9.73 eV
highest occupied orbital energy: -9.28 eV
SMILES: CNCC=O.O.O.O.O
F_max: 0.2123 hartree/bohr

Structure (ORCA input):
```
! wB97M-V def2-TZVPD RIJCOSX def2/J DEFGRID3
* xyz 0 1
C -0.37962 -2.62172 0.44122
N -1.28286 -1.83289 -0.41647
C -2.12878 -0.92300 0.33784
C -2.36016 0.38559 -0.42398
O -1.49554 0.95092 -0.99629
H -0.24036 -3.59303 -0.17114
H 0.48966 -1.99160 0.57712
H -0.83277 -2.91703 1.35729
H -0.67729 -1.22909 -0.97664
H -1.66286 -0.76480 1.34242
H -3.08361 -1.45870 0.61511
H -3.37490 0.76374 -0.47708
O 2.36400 -0.70199 -0.34369
H 3.26853 -0.88547 -0.00968
H 2.62337 0.04415 -0.97238
O 1.04526 1.46084 -1.65326
H 0.48578 0.93824 -1.32974
H 1.00981 2.14286 -0.98622
O 0.82666 -0.02325 1.87208
H 0.89943 -0.37448 0.91902
H -0.15398 0.14499 1.79532
O 1.76732 2.81279 0.68306
H 1.18324 2.94602 1.46700
H 2.19564 2.02477 1.13910
*
```

***

No. 8
C3H15NO8 | wB97M-V/def2-TZVPD

Calculated values
energy above the lowest of the compared OMol25 structures with the same formula, charge and spin: 0.0 kcal per mole
LUMO level: 0.3 eV
gap between HOMO and LUMO: 11.18 eV
highest occupied orbital energy: -10.93 eV
SMILES: CC(=O)NC(=O)O.O.O.O.O.O
F_max: 0.0434 hartree/bohr

Structure (ORCA input):
```
! wB97M-V def2-TZVPD RIJCOSX def2/J DEFGRID3
* xyz 0 1
C 1.07437 -2.40364 1.08922
C -0.20077 -1.71487 0.72809
O -0.98070 -2.08860 -0.13883
N -0.45348 -0.53017 1.37751
C 0.49601 0.35637 1.91891
O 1.63558 0.07746 2.18012
O -0.00046 1.57078 2.12019
H 1.48599 -2.14686 2.04099
H 0.92329 -3.47613 1.11126
H 1.83609 -2.21965 0.33860
H -1.31817 -0.00037 1.13992
H -0.86505 1.73089 1.70807
O -2.94791 1.50762 0.60273
H -3.79806 1.23119 0.96369
H -2.89342 1.30266 -0.34865
O 0.06906 -0.11369 -2.75234
H 0.32940 -1.00879 -2.99000
H 0.84642 0.24582 -2.35056
O -2.44480 -0.13611 -1.46992
H -1.79559 -0.78770 -1.12558
H -2.26038 -0.19707 -2.40813
O 2.15141 2.48652 -2.83990
H 1.97751 2.01970 -2.03220
H 1.42554 2.24412 -3.41905
O 2.00243 -0.07918 -0.67103
H 2.37301 -0.27366 0.20730
H 2.05620 0.87092 -0.56194
*
```

***

> Which of these has the highest F_max?

C3H15NO5

***

> What is the formula in the second record?

C3H15NO3